Below is a cluster of 7 separate species, C29H79BN7O9P in total, with properties calculated with wB97M-V/def2-TZVPD.

Results
* Kohn-Sham gap: 8.613 eV
* charge: 0
* SMILES string: CCOB(O)PN(C)C(C)=O.COC[C@@H](C)N.COC[C@@H](C)N.COC[C@@H](C)N.COC[C@@H](C)N.COC[C@@H](C)N.COC[C@@H](C)N
* energy above the lowest of the compared OMol25 structures with the same formula, charge and spin: 0.0 kcal per mole
* electronic energy: -70176.992 eV

```
126
Properties=species:S:1:pos:R:3:forces:R:3:mulliken_charge:R:1
C 5.3638 -1.4605 0.1865 0.01 -0.23 0.05 -1.20
C 4.9577 -0.9673 -1.1847 0.06 0.32 -0.01 0.14
O 3.5419 -0.7781 -1.3054 -0.11 -0.25 -0.07 -0.25
B 2.9774 0.4448 -1.3302 0.12 0.34 0.17 0.87
O 3.7213 1.5457 -0.9800 -0.11 -0.25 -0.22 -0.67
P 1.0862 0.7238 -1.8293 0.16 -0.01 -0.06 -0.58
N 0.2712 -0.2102 -0.5772 -0.05 -0.10 -0.03 0.90
C -0.3011 0.6782 0.4305 -0.01 0.24 0.23 -0.98
C -0.6751 -1.1691 -1.0592 0.02 0.33 0.33 0.06
C -0.1331 -2.5454 -1.2554 0.12 -0.19 -0.30 0.12
O -1.8424 -0.8666 -1.1796 -0.02 -0.17 0.09 -0.54
H 5.2776 -0.6879 0.9531 -0.08 -0.01 -0.13 0.28
H 4.7486 -2.3105 0.4947 0.06 0.10 -0.06 0.22
H 6.4068 -1.7908 0.1389 -0.08 0.05 0.07 0.44
H 5.4605 -0.0174 -1.3989 0.00 -0.15 -0.05 -0.07
H 5.2238 -1.6870 -1.9634 0.01 0.00 0.13 0.32
H 3.3874 2.3870 -1.3185 0.02 0.02 -0.01 0.25
H 1.0192 -0.2348 -2.8653 0.03 -0.11 0.02 -0.10
H -0.6958 0.0688 1.2518 -0.05 0.11 -0.10 0.05
H 0.5056 1.2951 0.8401 -0.09 -0.04 -0.04 0.44
H -1.0896 1.3397 0.0523 0.07 -0.11 0.02 0.30
H 0.5905 -2.7722 -0.4692 -0.10 0.03 -0.06 0.03
H -0.9497 -3.2675 -1.2344 0.08 0.07 -0.03 0.00
H 0.4052 -2.6286 -2.2088 -0.04 0.01 0.09 -0.17
C -2.7405 -5.7959 0.2524 -0.03 0.03 -0.05 -0.84
O -2.2788 -4.4715 0.4063 0.01 -0.05 0.04 -0.28
C -3.2824 -3.4717 0.5093 0.02 0.07 0.02 0.30
C -3.8488 -3.2718 1.9156 -0.05 0.04 0.06 0.76
C -4.7958 -4.3775 2.3673 0.03 0.00 0.03 -1.72
N -2.8091 -3.0843 2.9311 0.03 0.00 -0.05 -0.62
H -3.6716 -5.8236 -0.3244 0.01 -0.02 -0.02 0.38
H -2.9152 -6.2927 1.2105 0.00 0.02 0.01 0.25
H -1.9729 -6.3479 -0.2907 -0.01 -0.01 0.01 0.25
H -2.8027 -2.5409 0.2014 -0.01 -0.05 -0.02 -0.68
H -4.0872 -3.6789 -0.2083 -0.04 0.01 0.03 0.56
H -4.4165 -2.3368 1.8634 -0.04 -0.03 -0.06 0.09
H -4.2459 -5.2785 2.6454 -0.01 0.00 -0.01 0.32
H -5.3537 -4.0527 3.2450 0.01 -0.01 0.01 0.42
H -5.5062 -4.6373 1.5804 0.00 0.01 0.00 0.34
H -2.2645 -2.2563 2.7128 -0.04 0.00 0.00 0.13
H -2.1522 -3.8588 2.8847 0.01 0.02 0.02 0.38
C 1.1885 -3.8137 5.2721 -0.05 0.03 0.05 -0.73
O 0.6419 -3.2278 4.1095 0.05 -0.01 -0.04 -0.26
C 0.5173 -1.8195 4.1328 0.00 -0.01 0.03 0.13
C 1.7610 -1.0626 3.6559 0.00 0.04 -0.04 0.38
C 2.9141 -1.0647 4.6523 -0.01 -0.05 -0.01 -1.72
N 2.2457 -1.5311 2.3578 -0.17 -0.04 -0.04 -0.22
H 0.8497 -3.2893 6.1723 -0.01 -0.03 0.00 0.36
H 2.2817 -3.8167 5.2665 0.00 0.01 -0.02 0.23
H 0.8350 -4.8430 5.3115 0.02 0.00 0.00 0.23
H -0.3045 -1.5902 3.4484 0.02 0.00 0.01 -0.45
H 0.2225 -1.4851 5.1368 -0.01 0.02 -0.02 0.48
H 1.4364 -0.0241 3.5191 0.00 0.00 0.03 0.32
H 3.4200 -2.0317 4.6589 -0.01 0.00 0.01 0.32
H 3.6506 -0.3140 4.3680 0.01 -0.02 -0.01 0.38
H 2.5698 -0.8514 5.6659 0.00 0.01 0.00 0.39
H 1.5136 -1.4098 1.6613 0.12 0.08 -0.11 -0.17
H 2.3895 -2.5363 2.4157 0.04 0.02 0.02 0.33
C 1.0454 -5.8876 -7.0519 -0.04 0.02 -0.06 -0.64
O 1.7233 -4.6719 -6.8104 0.01 -0.02 0.06 -0.37
C 0.9016 -3.5306 -6.6545 -0.01 -0.05 -0.03 -0.87
C 0.4027 -3.2994 -5.2263 0.00 0.08 0.06 0.53
C -0.6864 -4.2693 -4.7808 0.06 -0.02 0.00 -1.44
N 1.4848 -3.3040 -4.2385 0.05 0.02 -0.10 -0.50
H 0.1679 -5.7281 -7.6882 0.02 -0.02 -0.02 0.30
H 0.7172 -6.3760 -6.1310 0.01 0.01 0.01 0.22
H 1.7401 -6.5472 -7.5698 0.00 -0.01 0.01 0.26
H 1.5245 -2.6811 -6.9453 0.01 -0.01 0.00 0.35
H 0.0526 -3.5829 -7.3494 0.00 0.03 0.00 0.45
H -0.0262 -2.2900 -5.2237 -0.02 -0.02 -0.02 0.35
H -0.2646 -5.2476 -4.5439 -0.01 0.01 -0.01 0.31
H -1.1729 -3.8963 -3.8807 0.00 -0.01 0.02 0.20
H -1.4442 -4.4007 -5.5547 0.00 0.01 0.00 0.39
H 2.1471 -2.5618 -4.4417 -0.02 0.00 0.03 0.19
H 2.0086 -4.1700 -4.3311 -0.04 0.00 0.02 0.25
C 7.9301 5.3890 -3.5837 0.06 -0.04 -0.02 -0.63
O 6.9651 4.7591 -4.4009 -0.05 0.02 0.04 -0.38
C 6.8343 3.3608 -4.2315 0.00 0.07 0.01 -0.89
C 5.8673 2.9440 -3.1225 -0.12 -0.16 0.04 0.88
C 6.3786 3.1663 -1.7076 -0.03 0.07 0.12 -1.52
N 4.5448 3.5696 -3.2333 -0.05 0.04 -0.02 -0.59
H 8.8083 4.7481 -3.4485 0.01 0.02 -0.01 0.30
H 7.5398 5.6491 -2.5968 -0.02 -0.01 -0.01 0.22
H 8.2359 6.3024 -4.0917 0.00 0.01 0.02 0.26
H 6.4530 2.9859 -5.1847 0.01 0.01 -0.01 0.38
H 7.8210 2.9098 -4.0593 -0.03 -0.03 0.00 0.42
H 5.7079 1.8667 -3.2562 0.07 0.00 0.02 0.12
H 6.3574 4.2260 -1.4464 0.05 0.01 -0.03 0.42
H 5.7129 2.6499 -1.0204 0.10 0.01 0.07 0.27
H 7.3933 2.7934 -1.5572 0.01 0.01 -0.10 0.33
H 4.1134 3.3240 -4.1183 0.00 0.00 -0.01 0.26
H 4.6619 4.5787 -3.2551 0.00 -0.01 0.01 0.24
C -5.7805 3.6648 0.1242 0.06 0.05 0.01 -0.50
O -5.0054 2.7866 -0.6645 -0.03 -0.02 0.03 -0.49
C -3.8749 2.2257 -0.0210 0.01 -0.07 -0.07 -0.55
C -4.1724 0.9792 0.8191 0.01 -0.11 0.05 1.85
C -4.8820 1.2944 2.1296 0.00 0.01 0.02 -1.58
N -4.9252 -0.0439 0.0927 0.02 0.06 -0.10 -0.60
H -5.1509 4.2218 0.8282 -0.02 0.01 0.00 0.04
H -6.5477 3.1444 0.7033 0.00 -0.02 -0.02 0.25
H -6.2689 4.3646 -0.5539 -0.01 0.00 0.01 0.31
H -3.1888 1.9404 -0.8223 -0.05 0.02 -0.04 0.27
H -3.3839 2.9920 0.5966 0.02 -0.03 0.01 0.23
H -3.1941 0.5452 1.0559 0.00 0.02 0.00 -0.70
H -5.9383 1.5095 1.9610 0.00 -0.02 0.00 0.30
H -4.8284 0.4437 2.8099 0.00 -0.02 -0.03 0.44
H -4.4393 2.1682 2.6087 -0.03 0.00 0.05 0.21
H -4.3981 -0.3531 -0.7196 0.08 0.01 0.07 0.25
H -5.7692 0.3895 -0.2717 -0.01 -0.06 0.00 0.32
C -3.6092 3.8589 4.8409 -0.06 0.02 0.06 -0.80
O -4.3363 4.3713 3.7427 0.06 0.00 -0.06 -0.26
C -4.5963 5.7623 3.7647 0.02 -0.03 0.02 -0.86
C -3.4654 6.6316 3.2061 0.00 0.07 -0.06 0.35
C -2.2561 6.7431 4.1271 0.00 -0.03 -0.01 -1.48
N -3.0158 6.2136 1.8792 -0.03 -0.05 0.01 -0.69
H -3.8680 4.3886 5.7639 -0.01 -0.02 0.01 0.39
H -2.5280 3.9270 4.6953 -0.01 0.01 -0.02 0.25
H -3.8826 2.8097 4.9488 0.02 0.00 0.00 0.25
H -5.4807 5.9010 3.1374 0.00 -0.02 0.00 0.32
H -4.8524 6.0770 4.7854 0.00 0.03 -0.02 0.52
H -3.8954 7.6333 3.0933 0.00 0.00 0.04 0.43
H -1.6580 5.8311 4.0979 -0.01 0.00 0.01 0.28
H -1.6163 7.5615 3.8003 0.01 -0.01 -0.01 0.36
H -2.5553 6.9237 5.1611 0.00 0.01 0.00 0.36
H -3.7729 6.2819 1.2078 0.01 0.02 0.00 0.31
H -2.7561 5.2319 1.9125 0.01 0.02 0.00 0.27
```
Positions in Å, forces in eV/Å.